{"formula": "C18H38N13O6", "method": "the ωB97M-V functional and the def2-TZVPD basis", "lumo_energy_ev": 1.8, "homo_energy_ev": -2.22, "charge": -1, "gap_ev": 4.0, "symbols": ["C", "H", "H", "C", "H", "H", "N", "H", "C", "C", "H", "C", "H", "H", "H", "C", "C", "H", "H", "H", "H", "O", "H", "N", "N", "N", "H", "N", "H", "C", "N", "H", "H", "H", "N", "H", "C", "N", "N", "H", "O", "N", "H", "C", "H", "H", "C", "C", "H", "H", "O", "H", "C", "C", "N", "C", "H", "H", "H", "H", "H", "O", "H", "O", "C", "N", "C", "N", "C", "H", "H", "H", "O", "H", "H"], "positions_angstrom": [[6.699921, 3.838333, -5.870442], [4.877773, -3.320837, -4.634368], [1.031878, 3.851251, 2.007650], [2.869815, 0.122747, 7.448765], [-0.146381, -0.326493, -1.456272], [-3.217892, 4.869300, -7.557405], [-1.782754, 3.451803, -5.182779], [-0.145815, -6.772829, 0.548182], [1.984529, 0.658476, 8.336460], [0.914721, -0.106612, 6.563556], [5.369462, 2.168093, -5.863562], [-5.745482, -3.640947, 3.958614], [-9.651864, 2.753977, -2.097927], [2.718372, -0.815691, 5.465473], [1.326402, 2.894159, 3.464673], [-0.710916, -1.244424, -1.292585], [-7.598757, -2.788364, 4.816651], [-1.798823, 5.330437, -6.683190], [-0.751566, -1.363715, -0.209899], [-8.356839, -2.446922, 5.505949], [-0.155278, 0.780155, 8.155313], [-3.493561, 2.699860, -6.394564], [6.873718, 3.795985, -6.935527], [-8.752221, 3.042507, -1.740862], [5.878027, 2.882192, -5.362033], [-6.221441, -2.751983, 3.007996], [5.651116, -3.557070, -6.457580], [1.378438, 3.762933, 2.952212], [1.486843, -5.414484, 1.307137], [-7.400470, -2.245108, 3.512795], [2.025901, -6.172839, 1.700097], [6.491672, 4.592301, -2.667427], [-1.113060, 4.167574, -4.939279], [-0.180087, -8.357222, 1.234143], [5.372968, -4.128690, -4.284718], [2.080105, 3.716565, 5.206987], [2.250653, -0.338336, 6.313862], [-2.551793, 4.672218, -6.824218], [0.744327, 0.525961, 7.772977], [-6.590860, 3.526585, -1.037743], [2.034388, -8.294199, 2.314196], [-6.799116, 2.552427, -1.204316], [-5.743605, -2.588557, 2.133318], [7.049840, 4.665846, -4.804030], [-6.002696, 1.952745, -1.366189], [5.341068, -4.317724, -3.293070], [-7.906585, 2.109914, -1.707493], [-2.666594, 3.590138, -6.133418], [6.968293, -4.611174, -6.947825], [-4.750357, -4.038984, 3.825602], [1.409863, 5.951095, 3.084816], [2.047855, 5.458992, 5.371626], [1.561147, 4.860249, 3.585535], [-6.575537, -3.645206, 5.098937], [6.363469, -4.236290, -6.231058], [1.477371, -7.327109, 1.755905], [0.067040, -0.312619, 5.926846], [-8.461266, 3.990441, -1.548860], [7.675066, 5.544993, -4.753058], [-1.873247, 2.702089, -4.512085], [-8.051559, -1.723714, 2.826767], [-2.028461, -1.228856, -1.699461], [5.217822, 2.353838, -3.333893], [-8.113529, 1.015473, -2.195251], [6.275889, -4.679133, -5.017638], [1.968753, 4.632584, 4.796382], [5.739514, 3.030518, -3.994451], [0.276206, -7.459495, 1.156865], [6.449097, 4.191548, -3.669425], [-6.532070, -4.029554, 6.107283], [2.891917, -6.163931, 2.219760], [3.942321, 0.203831, 7.546442], [6.954870, -5.573340, -4.677063], [2.228911, 1.152675, 9.265138], [-0.096861, -2.040355, -1.713946]], "forces_ev_per_a": [[-0.23, 0.29, 0.22], [-0.03, -0.18, 0.50], [-0.01, -0.45, 0.23], [2.49, 0.94, 1.13], [0.48, 0.84, -0.29], [0.25, -0.23, 0.22], [2.56, -0.44, 3.18], [0.20, -0.10, 0.23], [0.21, 0.19, 0.17], [-0.87, -0.06, -0.98], [0.39, 0.23, -0.14], [0.71, 0.19, 0.73], [0.00, 0.81, 0.02], [-0.28, 0.09, 0.02], [-0.11, 0.05, -0.66], [-2.47, 0.05, 0.18], [-1.30, 2.46, -2.50], [-0.32, -0.16, -0.03], [0.86, -0.28, 0.99], [-0.21, -0.22, -0.20], [0.36, -0.07, -0.02], [0.27, 1.00, 0.22], [0.29, 0.46, 0.17], [-5.81, 4.36, -0.35], [-0.51, -0.90, 1.36], [-0.72, -1.40, 2.34], [0.50, -0.09, -0.88], [-1.13, -4.21, -3.33], [0.81, 0.37, 0.38], [-0.09, -0.52, 0.42], [1.48, 3.29, -0.19], [0.17, 0.04, -0.11], [-0.29, -0.13, -0.09], [0.26, 0.28, -0.08], [-3.54, 2.62, 2.84], [-0.03, 0.40, -0.11], [-1.66, -0.32, -0.29], [0.12, 4.33, -2.84], [0.23, -0.46, -0.50], [-0.19, -0.41, -0.07], [-0.61, 0.71, -0.30], [5.50, -0.28, 1.79], [-0.43, 0.12, 0.06], [0.78, 0.68, -1.60], [0.14, 0.15, 0.21], [0.01, -0.03, -0.37], [1.13, -3.16, -1.73], [-2.50, -4.33, -0.31], [-0.27, -0.05, 0.56], [-0.15, -0.23, 0.03], [-0.13, 1.69, -0.29], [0.13, -0.43, 0.16], [-0.09, 2.02, -0.73], [1.43, -0.09, -0.97], [-0.80, 2.91, -4.29], [-0.60, -4.95, 0.74], [-0.05, -0.01, 0.15], [-0.85, -0.25, -0.16], [0.06, -0.08, -0.64], [-0.11, -0.07, -0.35], [-0.01, 0.34, 0.41], [0.70, 0.13, -0.49], [-0.17, 0.00, -0.41], [0.07, -1.29, 0.28], [0.96, -1.18, -0.69], [1.37, 0.87, 4.74], [0.61, 1.32, -0.31], [-1.45, -0.45, -0.51], [-1.43, -2.03, 1.47], [0.80, -0.63, -0.36], [-0.13, 0.91, -0.32], [0.03, -0.19, 0.31], [3.16, -4.00, 2.34], [-0.47, -0.06, -0.03], [0.51, -0.71, -0.28]]}

{"formula": "C7H24ClN8O9", "method": "the ωB97M-V functional and the def2-TZVPD basis", "lumo_energy_ev": 2.4, "homo_energy_ev": -7.10, "charge": -1, "gap_ev": 9.5, "symbols": ["O", "H", "H", "H", "C", "N", "H", "C", "H", "N", "O", "N", "C", "H", "H", "O", "H", "N", "O", "O", "H", "H", "C", "H", "H", "C", "N", "O", "H", "H", "H", "C", "N", "O", "H", "H", "H", "H", "H", "H", "Cl", "C", "H", "N", "O", "H", "H", "O", "N"], "positions_angstrom": [[-0.247222, -1.161996, 5.035365], [-1.044573, -5.303808, -0.294491], [1.162647, 2.570354, 0.389328], [-1.007062, -5.013686, -1.893684], [1.307814, -3.020938, -1.719202], [1.257562, 0.256733, 5.612653], [1.870552, 1.031953, 5.404376], [0.772757, -4.236621, -0.875362], [2.497885, 1.874443, 1.547474], [-4.195690, -0.999254, -2.174987], [-1.344360, 0.077595, -1.482351], [1.933444, 3.984263, -4.282553], [1.946182, 3.796668, 1.767410], [1.604166, -3.245436, -2.743828], [1.311090, -0.189137, 6.517320], [-1.166823, 1.086243, 0.569552], [1.082688, 2.094869, -3.178170], [-4.195214, -1.722739, -0.180052], [1.722830, 5.023763, -2.429582], [-6.095173, -1.932911, -1.384546], [1.326659, -5.162296, -1.031643], [2.182161, -2.520247, -1.303339], [-0.693379, -4.524899, -0.971290], [-1.306971, -3.629915, -1.074255], [-4.571097, -2.197428, 0.628332], [0.406634, -0.158341, 4.745909], [0.481698, 0.382805, 3.645447], [2.043155, 4.858155, 2.334668], [2.066214, 4.850252, -4.785089], [-4.520901, -0.701746, -3.083739], [1.005783, 1.230198, 3.480020], [-4.945744, -1.564466, -1.248152], [1.255502, 2.880076, -2.566864], [0.759901, 0.577281, -0.542812], [0.831705, 2.834965, -1.651199], [0.377212, 4.114266, 0.706867], [1.765387, 3.119392, -4.776369], [-3.300118, -0.792724, -1.756185], [3.154726, 2.618441, 2.949139], [-3.211673, -1.493323, -0.169881], [-0.549690, 0.146886, -0.318934], [1.727286, 3.999273, -3.029847], [-0.154876, 0.071053, 2.925952], [1.142162, 3.470012, 0.847908], [-0.677037, -1.098323, 0.379271], [0.543287, -2.250211, -1.817062], [0.364148, -2.921142, 0.601421], [0.688132, -3.824733, 0.589112], [2.636232, 2.716380, 2.087945]], "forces_ev_per_a": [[-1.33, -0.38, -0.31], [0.19, 0.74, 0.76], [-0.48, 0.21, 0.25], [0.45, -0.21, -0.92], [-0.38, -0.54, 0.06], [3.86, 2.55, 4.29], [-0.07, -0.21, 0.38], [-1.21, 2.24, 1.95], [0.17, 0.05, 0.37], [1.31, 1.11, -1.79], [-0.13, -0.25, -2.53], [1.77, -0.69, -6.68], [1.76, 0.79, 2.73], [-0.15, -0.56, -0.08], [-0.10, 0.18, -0.41], [-0.11, 1.41, 0.43], [0.00, 0.10, 0.44], [0.88, -1.07, 3.81], [0.77, 3.23, 2.69], [-1.07, -0.17, 0.18], [0.45, 0.28, 0.60], [-0.02, -0.32, 0.49], [-1.31, -1.07, -2.93], [0.06, 0.17, 1.03], [0.12, 0.15, -0.28], [-1.63, -5.88, 4.54], [-0.66, 3.75, -8.32], [-0.06, 1.44, 0.73], [0.04, -0.38, 0.23], [0.20, -0.08, 0.51], [-0.25, -0.16, -0.14], [-1.35, -0.62, -1.09], [-1.11, -4.05, 2.01], [3.04, 0.05, -1.15], [0.30, 0.07, -0.34], [0.13, -0.27, -0.59], [0.22, 0.56, -0.38], [0.29, 0.86, -1.65], [0.07, 0.44, -0.44], [-0.20, -0.11, 0.31], [-4.01, 0.49, 3.58], [-2.02, 1.16, 1.90], [0.07, 0.20, -0.17], [-4.70, 0.45, -4.69], [1.27, -1.67, -0.19], [-0.19, -0.08, 0.22], [-0.14, 0.38, -0.18], [2.21, -0.97, -1.05], [3.05, -3.33, 1.80]]}

{"formula": "C5H10O2", "method": "the ωB97M-V functional and the def2-TZVPD basis", "lumo_energy_ev": 0.9, "homo_energy_ev": -9.88, "e_above_lowest_kcal_mol": 46.6, "gap_ev": 10.8, "symbols": ["H", "C", "O", "C", "C", "H", "H", "H", "H", "H", "C", "H", "O", "H", "C", "H", "H"], "positions_angstrom": [[-0.993383, 0.718272, -0.218123], [-0.488377, -1.331472, -0.719175], [-0.851671, -0.017453, -2.676638], [0.363456, 0.024651, 1.295730], [0.658493, 1.413117, 1.870037], [-0.401367, -0.473890, 1.904809], [1.421368, 1.922653, 1.275136], [1.017510, 1.341907, 2.903335], [-1.415242, -1.628671, -3.074414], [1.271270, -0.590080, 1.345175], [-0.100260, 0.071735, -0.160279], [-0.240736, 2.041228, 1.874635], [0.958446, 0.632492, -0.905445], [-1.220951, -1.810341, -0.050914], [-0.978790, -1.132000, -2.194235], [0.409639, -1.967510, -0.678710], [0.590594, 0.785362, -1.790923]], "forces_ev_per_a": [[0.16, -0.11, -0.04], [-0.10, 0.08, -0.40], [0.32, 0.97, 0.50], [-0.04, -0.16, -0.02], [-0.02, 0.01, -0.03], [0.08, 0.03, -0.10], [-0.11, -0.09, 0.08], [-0.06, -0.02, -0.19], [-0.19, -2.46, 1.38], [-0.11, 0.03, -0.01], [-0.19, -0.22, 0.21], [0.11, -0.11, -0.03], [0.05, 0.07, -0.13], [-0.06, 0.10, -0.48], [0.28, 1.80, -0.64], [-0.22, 0.07, -0.32], [0.14, 0.02, 0.22]]}

{"formula": "C5H10N3", "method": "the ωB97M-V functional and the def2-TZVPD basis", "lumo_energy_ev": -4.1, "homo_energy_ev": -13.29, "charge": 1, "e_above_lowest_kcal_mol": 45.6, "gap_ev": 9.2, "symbols": ["H", "H", "H", "C", "C", "C", "N", "H", "N", "C", "H", "H", "H", "N", "H", "H", "C", "H"], "positions_angstrom": [[0.252671, -0.124365, -2.095668], [-2.977824, -1.590891, -0.211930], [0.577067, 1.822393, 1.135121], [2.246594, -0.032790, 0.580020], [-1.262742, 1.340626, 0.191140], [-1.949996, -1.016503, -0.117420], [-2.143772, 0.405402, -0.180208], [-3.050030, 0.609406, 0.015247], [-0.787218, -1.428736, 0.100461], [0.109510, 1.190564, 0.392012], [2.616668, 0.876614, 1.137865], [1.800546, -0.753854, 1.264478], [3.083602, -0.373450, -0.036622], [1.065681, -0.223261, -1.425413], [-0.674274, -2.387473, 0.363995], [1.759297, -0.827419, -1.630322], [1.045181, 0.270618, -0.226793], [-1.710967, 2.243117, 0.744043]], "forces_ev_per_a": [[1.52, -0.22, 1.20], [2.19, 1.04, 0.27], [-0.15, 0.31, -0.27], [0.38, 1.12, 0.46], [1.76, 1.11, 2.71], [-1.46, 0.25, 0.14], [1.91, -2.09, -1.12], [-3.21, 1.07, 0.18], [-0.19, -0.05, 0.29], [-1.02, -0.46, -1.42], [-0.61, -1.07, -0.43], [0.84, -0.33, 0.43], [-0.24, -0.41, 0.35], [-4.64, 2.66, -0.76], [-0.33, -0.79, -0.28], [2.65, -2.33, -1.18], [0.11, 1.55, 0.67], [0.50, -1.38, -1.25]]}